Record 1
ORCA calculation (wB97M-V/def2-TZVPD) on Be3F4NO4S2 as an isolated structure at a distorted geometry.

```
14
Properties=species:S:1:pos:R:3:forces:R:3:nbo_charge:R:1
Be -1.3460 1.8354 2.5578 0.890 0.392 -3.089 1.86
Be -2.2130 -0.9420 -0.9674 2.058 0.390 1.732 1.82
Be -2.3102 3.1192 -1.2308 2.147 0.698 2.734 1.79
F -0.5817 3.3198 0.5680 -2.914 -1.244 -0.662 -0.74
F -2.5031 1.0523 0.5660 0.667 -0.547 -0.741 -0.88
N 0.1178 -1.2771 -0.5007 -2.335 5.449 -0.365 -1.19
S 0.7843 0.2808 -0.1548 0.866 4.931 -0.570 2.35
O 1.9330 0.6998 -0.9100 -1.218 -2.080 1.867 -0.66
O 0.5787 0.7726 1.2174 -0.858 -1.398 -1.766 -0.89
F -0.3428 0.9998 -1.0655 -1.604 -0.169 0.015 -0.55
S 1.3585 -2.0929 -0.1997 -1.727 -9.661 3.051 2.39
O 2.0193 -1.8570 1.0410 2.150 2.158 -0.050 -0.48
O 2.0377 -2.6272 -1.3358 1.077 0.719 -0.460 -0.41
F 0.4674 -3.2834 0.4145 0.802 0.360 -1.696 -0.43
```
Forces are in eV/Å.

Total charge: +4
E_tot in Eh: -1593.2410
2S+1: 2
Highest occupied orbital energy (spin up / spin down) in eV: -26.75 / -26.55
LUMO (spin up / spin down) in hartree: -0.7609 / -0.7605

***

Record 2
ORCA calculation (wB97M-V/def2-TZVPD) on BeCl4 as an isolated structure at a distorted geometry.

```
5
Properties=species:S:1:pos:R:3:forces:R:3:nbo_charge:R:1
Be -0.2888 -0.3572 0.1851 1.579 1.812 -0.857 1.37
Cl -0.7353 0.7927 -2.3439 0.117 -0.804 1.394 -0.86
Cl 1.2458 -2.5149 -0.5195 -1.401 1.158 0.618 -0.83
Cl 1.9538 0.9169 1.1834 -1.373 -0.769 -0.429 -0.86
Cl -2.1756 1.1625 1.4949 1.079 -1.397 -0.726 -0.83
```
Forces are in eV/Å.

Total charge: -2
E_tot in Eh: -1855.6387
Highest occupied orbital energy in eV: -2.33
Relative energy (zero: lowest compared OMol25 entry of this formula, charge and spin) in kcal/mol: 52.16
LUMO in hartree: 0.1980

***

What is the formula in the first record? Be3F4NO4S2